Arrangement A

58
Properties=species:S:1:pos:R:3:mulliken_charge:R:1 method="wB97M-V/def2-TZVPD" homo_energy_ev=-12.92 charge=+1 lumo_energy_ev=-2.707
O 0.466 3.180 -2.440 -0.587
H 0.838 1.494 -2.862 0.295
H 1.413 3.392 -2.562 0.320
O -2.977 -2.087 1.049 -0.576
H -2.383 -2.816 0.955 0.137
H -3.870 -2.224 0.683 0.312
O 2.317 -1.510 3.597 -0.525
H 3.040 -1.621 4.197 0.267
H 1.849 -2.337 3.837 0.272
O -2.273 -0.039 -0.513 -0.271
H -2.926 0.187 0.165 0.172
H -2.165 -0.944 -0.725 0.193
O -2.604 2.607 -2.210 -0.618
H -2.515 1.764 -2.770 0.278
H -3.407 2.960 -2.574 0.307
O 2.902 2.309 -2.931 -0.679
H 2.495 1.411 -2.973 0.289
H 3.018 2.513 -1.991 0.356
O 0.140 -1.912 0.668 -0.363
H -0.178 -2.509 1.312 0.201
H 1.118 -1.895 0.715 0.219
O 0.283 0.670 -2.738 -0.703
H 0.596 -0.148 -3.280 0.410
O 1.309 -1.076 -4.216 -0.591
H 2.239 -1.208 -3.928 0.318
H 1.195 -2.003 -4.382 0.306
O -2.165 -3.597 -0.977 -0.554
H -2.798 -3.788 -1.676 0.275
H 4.062 -0.610 -0.200 0.407
O -2.809 0.613 4.363 -0.666
H -2.421 1.258 3.700 0.407
H -1.932 0.265 4.497 0.275
O 4.151 0.730 1.107 -0.703
H 3.296 0.733 1.616 0.321
H 4.520 1.332 1.809 0.314
O 2.185 2.443 2.688 -0.629
H -1.813 -4.274 -0.392 0.323
H -0.051 3.878 -2.904 0.265
O -0.026 1.224 -0.282 -0.475
H -0.761 1.853 -0.467 0.393
H -0.525 0.324 0.297 0.466
O -3.909 -0.145 -2.511 -0.548
H -4.583 -0.302 -1.862 0.304
H -3.502 -1.035 -2.410 0.259
O -4.284 0.005 2.211 -0.658
H 0.580 1.602 2.550 0.358
H -4.231 0.519 3.052 0.319
O -0.371 1.391 2.336 -0.634
H -3.705 -0.771 2.283 0.383
H -0.578 0.471 2.586 0.293
O 4.675 -1.419 -0.330 -0.727
H 5.129 -1.335 0.552 0.347
H 2.628 2.632 3.555 0.293
O 2.682 -2.843 0.823 -0.597
H 3.410 -2.477 0.253 0.390
H 2.841 -3.742 1.075 0.225
H 2.399 3.192 2.138 0.295
H -0.092 0.836 -1.339 0.544

***

Arrangement B

58
Properties=species:S:1:pos:R:3:mulliken_charge:R:1 method="wB97M-V/def2-TZVPD" homo_energy_ev=-12.87 charge=+1 lumo_energy_ev=-2.796
O 0.428 -2.899 0.584 -0.631
H -0.364 0.245 4.809 0.280
H -0.126 -3.665 0.399 0.245
O 2.138 0.450 2.643 -0.686
H 2.016 -0.383 2.181 0.270
H 2.638 1.128 2.158 0.331
O -1.974 0.757 -2.587 -0.613
H -2.779 2.580 -0.405 0.517
H -2.327 1.859 -1.762 0.412
O 1.794 -2.417 2.821 -0.729
H 0.870 -2.731 3.030 0.403
H -3.277 -1.314 -1.238 0.285
O -0.589 3.564 -0.467 -0.620
H -0.092 4.311 -0.811 0.312
H -0.063 2.788 -0.225 0.335
O 2.837 1.823 0.580 -0.610
H 2.909 2.692 0.178 0.270
H 3.026 1.157 -0.110 0.374
O -2.438 -3.307 1.318 -0.613
H 0.484 -0.307 3.563 0.353
H -3.204 -3.894 1.313 0.307
O -0.390 -0.116 3.924 -0.600
H -2.803 -2.486 0.948 0.310
O 3.916 0.136 -1.284 -0.600
H 4.786 -0.221 -1.060 0.265
H 3.601 -0.604 -1.821 0.256
O 2.178 -1.849 -1.177 -0.659
H 1.795 -2.442 -0.496 0.346
H 2.860 0.906 -3.557 0.284
O -0.153 0.167 -0.066 0.001
H -2.745 1.045 -3.095 0.346
H -0.819 -0.060 -0.733 0.101
O -3.778 -1.375 -0.420 -0.629
H -4.332 -0.594 -0.350 0.288
H -0.477 -0.431 0.629 0.158
O -2.710 2.802 -1.423 -0.623
H 1.580 -1.140 -0.902 0.380
H 1.019 -3.158 1.319 0.370
O 0.083 2.715 2.187 -0.649
H 0.464 3.119 2.973 0.275
H 2.258 -2.413 3.663 0.302
O -2.614 2.420 1.088 -0.611
H -3.506 2.178 1.348 0.318
H -1.182 0.716 -3.216 0.346
O -0.659 -3.395 3.194 -0.695
H -0.263 2.389 -4.165 0.326
H -0.409 -4.320 3.265 0.306
O -0.564 1.542 -4.526 -0.687
H -1.399 -3.263 2.543 0.392
H 0.330 1.179 -4.657 0.363
O 1.922 0.791 -3.386 -0.672
H 1.667 -0.138 -3.455 0.387
H -1.873 2.034 1.581 0.277
O 0.430 -1.455 -2.964 -0.567
H 0.921 -2.254 -2.728 0.288
H -0.363 -1.784 -3.407 0.232
H -1.705 3.174 -1.311 0.491
H 0.502 1.839 2.147 0.390

***

Most stable to least stable: arrangement B, arrangement A

***

Arrangement A

9
Properties=species:S:1:pos:R:3:mulliken_charge:R:1 method="wB97M-V/def2-TZVPD" homo_energy_ev=-9.50 smiles="OC(=S)/C(Cl)=C/F" lumo_energy_ev=-0.805
O 1.627 0.368 0.663 -0.435
C 0.438 1.070 0.610 0.403
S 0.414 2.525 1.248 -0.250
C -0.571 0.060 -0.016 0.079
Cl -2.271 0.471 0.069 -0.183
C -0.347 -1.005 -0.864 -0.029
F -1.228 -1.512 -1.657 -0.169
H 1.259 -0.615 0.737 0.349
H 0.678 -1.362 -0.790 0.236

***

Arrangement B

9
Properties=species:S:1:pos:R:3:mulliken_charge:R:1 method="wB97M-V/def2-TZVPD" homo_energy_ev=-8.72 lumo_energy_ev=-0.840
O -0.072 -2.019 -1.035 -0.441
C 0.518 -0.994 -0.351 0.547
S 2.166 -1.045 0.083 -0.280
C -0.330 0.112 0.107 -0.521
C 0.089 1.426 0.584 0.473
F 1.251 1.798 0.936 -0.138
Cl -1.132 2.619 0.643 -0.135
H -1.039 -1.955 -0.849 0.325
H -1.450 0.057 -0.118 0.170

***

Most stable to least stable: arrangement B, arrangement A

***

Arrangement A

23
Properties=species:S:1:pos:R:3:mulliken_charge:R:1 method="wB97M-V/def2-TZVPD" homo_energy_ev=-9.55 lumo_energy_ev=-5.893
C 0.524 -1.127 2.263 -0.841
C 0.620 0.091 1.306 -0.377
N 1.486 0.043 0.118 -0.297
H 0.878 -1.908 1.563 0.223
H 1.253 -1.090 3.053 0.345
H 0.992 0.941 1.901 0.568
H 2.477 0.256 0.348 0.265
H 1.340 -1.066 -0.287 0.375
H -1.961 -0.477 -0.783 0.395
H -0.907 -1.650 -0.510 0.328
O -1.778 -1.310 -0.215 -0.651
H 1.446 -2.908 -1.149 0.226
H -0.469 -1.160 2.544 0.329
O 0.924 -2.325 -0.608 -0.666
H -0.382 0.346 0.981 0.136
H -2.375 1.769 -2.296 0.239
O -1.869 1.190 -1.579 -0.913
H -1.377 3.785 0.178 0.297
H -1.264 2.222 -0.522 0.454
O -0.867 2.916 0.128 -0.665
H 1.080 0.251 -1.716 0.415
H -0.353 0.751 -2.175 0.446
O 0.581 0.460 -2.541 -0.630

***

Arrangement B

23
Properties=species:S:1:pos:R:3:mulliken_charge:R:1 method="wB97M-V/def2-TZVPD" homo_energy_ev=-8.71 smiles=CNCO.O.O.O.O lumo_energy_ev=0.425
C 1.474 2.374 -1.982 -0.834
N 0.634 1.363 -1.368 -0.258
C 1.467 0.313 -0.710 -0.318
O 0.713 -0.822 -0.478 -0.484
H 2.059 1.945 -2.784 0.291
H 2.137 2.753 -1.212 0.284
H 0.818 3.175 -2.232 0.295
H -0.175 0.957 -1.797 0.220
H 2.358 -0.121 -1.226 0.265
H 1.932 0.789 0.217 0.239
H -0.016 -0.729 0.096 0.306
O -1.820 4.014 -3.426 -0.622
H -0.997 3.708 -3.773 0.323
H -1.840 3.588 -2.604 0.317
O -3.117 -6.208 2.439 -0.642
H -3.905 -5.837 2.826 0.323
H -2.284 -6.026 2.886 0.319
O 1.536 0.087 3.620 -0.651
H 1.071 0.902 3.955 0.328
H 2.522 -0.067 3.734 0.323
O -1.791 -1.749 1.117 -0.667
H -1.167 -1.707 1.803 0.306
H -1.610 -2.699 0.900 0.336

***

Most stable to least stable: arrangement B, arrangement A

***

Arrangement A

13
Properties=species:S:1:pos:R:3:mulliken_charge:R:1 method="wB97M-V/def2-TZVPD" homo_energy_ev=-10.69 lumo_energy_ev=0.124
O -2.691 -3.815 -0.501 -0.540
N -3.074 -3.223 0.462 1.000
O -3.929 -3.581 1.209 -0.509
N -2.391 -2.054 0.748 -0.586
N -2.875 -0.936 0.491 1.231
O -3.910 -0.636 0.026 -0.635
O -2.043 0.073 0.663 -0.464
H -1.074 -0.277 0.661 0.531
N 1.757 0.355 -1.411 -0.425
C 1.247 -0.302 -0.531 0.460
N 0.570 -0.745 0.367 -0.552
H 1.803 0.218 -2.374 0.276
H 1.025 -1.416 1.071 0.213

***

Arrangement B

13
Properties=species:S:1:pos:R:3:mulliken_charge:R:1 method="wB97M-V/def2-TZVPD" homo_energy_ev=-10.79 lumo_energy_ev=-0.395
C -1.436 0.370 -0.015 0.586
N -1.734 1.494 -0.234 -0.307
N -1.742 -0.805 0.323 -0.451
N 0.764 -0.049 -0.157 -0.546
N 1.234 -1.273 -0.211 1.150
N 1.581 1.082 0.056 1.050
O 0.281 -2.074 -0.078 -0.677
O 1.012 2.102 -0.314 -0.587
O 2.316 -1.719 -0.430 -0.591
O 2.626 0.963 0.632 -0.572
H -1.516 2.393 -0.689 0.318
H -2.542 -0.927 0.962 0.229
H -0.845 -1.556 0.157 0.398

***

Most stable to least stable: arrangement A, arrangement B

***

Arrangement A

110
Properties=species:S:1:pos:R:3:mulliken_charge:R:1 method="wB97M-V/def2-TZVPD" homo_energy_ev=-9.78 smiles=OCCO.OCCO.OCCO.OCCO.OCCO.OCCO.OCCO.OCCO.OCCO.OCCO.OCCO lumo_energy_ev=0.051
O -8.355 0.133 0.633 -0.518
C -7.764 1.220 -0.199 -0.520
C -6.295 1.026 -0.504 -0.167
O -5.968 -0.039 -1.404 -0.517
H -8.724 -0.480 -0.007 0.302
H -8.306 1.264 -1.144 0.281
H -7.868 2.225 0.210 0.325
H -5.768 0.917 0.444 0.251
H -6.082 1.934 -1.068 0.281
H -6.298 -0.901 -1.141 0.282
O -3.458 4.332 4.120 -0.498
C -2.674 5.400 3.770 -0.481
C -2.202 6.070 4.989 -0.291
O -3.346 6.590 5.670 -0.502
H -2.808 3.782 4.563 0.321
H -1.930 5.039 3.060 0.311
H -3.207 6.095 3.120 0.262
H -1.537 6.884 4.702 0.291
H -1.666 5.326 5.577 0.275
H -3.897 5.885 6.020 0.313
O -2.908 0.231 8.580 -0.491
C -3.923 -0.813 8.485 -0.297
C -4.045 -1.215 6.966 -0.474
O -2.890 -1.695 6.319 -0.496
H -2.134 -0.120 8.135 0.297
H -3.609 -1.687 9.056 0.224
H -4.884 -0.622 8.962 0.338
H -4.588 -0.591 6.256 0.274
H -4.513 -2.199 6.935 0.299
H -2.962 -2.650 6.388 0.326
O 1.164 -1.651 -0.739 -0.526
C -0.099 -1.182 -0.126 -0.337
C 0.006 -0.148 1.022 -0.428
O 0.405 -0.565 2.333 -0.493
H 1.043 -2.104 -1.576 0.290
H -0.894 -0.854 -0.795 0.351
H -0.506 -2.061 0.375 0.250
H -0.952 0.368 0.958 0.342
H 0.801 0.566 0.808 0.255
H -0.432 -0.538 2.802 0.298
O -0.060 8.327 -3.631 -0.516
C -0.108 7.482 -2.473 -0.275
C -0.825 6.121 -2.900 -0.450
O -0.091 5.086 -2.238 -0.473
H -0.941 8.312 -4.011 0.292
H 0.898 7.487 -2.052 0.316
H -0.695 7.835 -1.625 0.195
H -0.872 6.037 -3.985 0.298
H -1.904 6.224 -2.786 0.312
H -0.018 4.387 -2.893 0.301
O 1.667 2.370 7.798 -0.501
C 2.302 3.692 8.065 -0.437
C 1.819 4.362 9.253 -0.172
O 2.331 5.624 9.384 -0.556
H 2.364 1.896 7.339 0.303
H 3.378 3.540 7.983 0.317
H 2.224 4.363 7.210 0.281
H 2.085 3.869 10.189 0.266
H 0.740 4.383 9.098 0.179
H 2.958 5.822 10.084 0.319
O -0.986 -1.046 -6.107 -0.511
C -2.163 -0.440 -6.611 -0.268
C -1.978 0.771 -7.556 -0.494
O -1.270 1.873 -7.003 -0.525
H -1.392 -1.755 -5.604 0.316
H -2.746 -1.229 -7.087 0.329
H -2.727 -0.073 -5.754 0.244
H -2.883 1.227 -7.958 0.311
H -1.454 0.444 -8.453 0.289
H -0.357 1.691 -6.769 0.308
O 3.526 -6.947 -6.327 -0.517
C 4.522 -7.570 -7.076 -0.581
C 4.266 -7.765 -8.576 -0.207
O 3.766 -9.009 -8.764 -0.519
H 3.440 -6.107 -6.784 0.319
H 5.244 -6.792 -6.826 0.335
H 4.964 -8.491 -6.696 0.338
H 5.114 -7.584 -9.237 0.327
H 3.417 -7.115 -8.788 0.196
H 3.654 -9.182 -9.702 0.309
O -1.385 -5.875 -8.120 -0.489
C -1.803 -7.002 -7.403 -0.568
C -2.335 -6.626 -6.014 -0.370
O -1.255 -6.192 -5.222 -0.486
H -1.283 -6.299 -8.974 0.324
H -2.721 -7.341 -7.884 0.352
H -1.072 -7.805 -7.316 0.386
H -2.881 -7.447 -5.550 0.268
H -3.055 -5.809 -6.071 0.269
H -0.446 -6.387 -5.700 0.315
O 5.006 -3.023 8.437 -0.515
C 5.879 -3.376 7.333 -0.468
C 5.168 -3.192 5.953 -0.293
O 4.835 -1.835 5.577 -0.501
H 5.186 -2.099 8.624 0.297
H 6.770 -2.748 7.350 0.312
H 6.049 -4.440 7.497 0.291
H 4.280 -3.823 6.001 0.293
H 5.895 -3.588 5.244 0.268
H 4.089 -1.958 4.985 0.318
O 4.349 1.699 -3.189 -0.486
C 5.550 1.804 -2.491 -0.311
C 6.627 2.290 -3.518 -0.403
O 6.463 3.649 -3.805 -0.545
H 3.887 0.926 -2.856 0.275
H 5.312 2.391 -1.604 0.287
H 5.943 0.830 -2.198 0.298
H 6.614 1.989 -4.565 0.293
H 7.621 2.185 -3.082 0.276
H 5.573 3.807 -4.127 0.317

***

Arrangement B

110
Properties=species:S:1:pos:R:3:mulliken_charge:R:1 method="wB97M-V/def2-TZVPD" homo_energy_ev=-9.74 smiles=OCCO.OCCO.OCCO.OCCO.OCCO.OCCO.OCCO.OCCO.OCCO.OCCO.OCCO lumo_energy_ev=-0.244
O 18.747 -9.888 13.097 -0.656
C 19.357 -8.640 12.786 0.209
C 19.109 -8.286 11.344 0.228
O 19.601 -9.178 10.371 -0.637
H 17.823 -9.835 12.841 0.364
H 18.923 -7.851 13.400 -0.155
H 20.420 -8.675 13.021 0.234
H 19.621 -7.345 11.145 -0.163
H 18.045 -8.163 11.144 0.317
H 19.025 -9.360 9.625 0.353
O 16.019 -9.279 12.864 -0.416
C 15.758 -9.584 14.266 0.112
C 15.304 -11.054 14.542 -0.637
O 13.843 -11.199 14.577 -0.554
H 15.331 -9.467 12.221 0.208
H 16.775 -9.533 14.657 0.316
H 15.125 -8.881 14.808 0.095
H 15.644 -11.518 15.468 0.355
H 15.649 -11.657 13.702 0.259
H 13.476 -10.858 13.758 0.345
O 12.446 -9.060 13.087 -0.463
C 11.977 -7.939 12.381 -0.843
C 13.018 -6.861 12.008 -0.254
O 13.707 -6.458 13.154 -0.520
H 12.720 -8.785 13.965 0.292
H 11.515 -8.284 11.456 0.349
H 11.236 -7.385 12.958 0.339
H 12.531 -6.020 11.513 0.390
H 13.698 -7.243 11.248 0.227
H 14.522 -5.992 12.952 0.207
O 12.989 -0.764 14.535 -0.543
C 12.660 -1.813 13.664 -0.780
C 13.994 -2.540 13.181 0.349
O 14.544 -3.338 14.217 -0.620
H 13.486 -0.122 14.023 0.315
H 11.813 -2.365 14.072 0.344
H 12.339 -1.175 12.840 0.395
H 14.757 -1.853 12.815 -0.053
H 13.710 -3.362 12.525 0.025
H 15.237 -3.815 13.756 0.234
O 21.033 -6.242 14.340 -0.597
C 22.047 -6.127 13.437 0.354
C 23.099 -5.216 14.011 -0.413
O 24.382 -5.470 13.402 -0.571
H 20.239 -6.004 13.857 -0.065
H 22.465 -7.115 13.241 0.310
H 21.675 -5.671 12.519 -0.123
H 23.215 -5.484 15.061 0.286
H 22.799 -4.179 13.862 -0.044
H 24.762 -6.252 13.810 0.342
O 20.330 -4.117 7.600 -0.575
C 19.277 -3.870 8.462 -0.218
C 18.874 -5.168 9.175 -0.314
O 17.637 -4.973 9.832 -0.471
H 20.269 -3.471 6.893 0.340
H 19.737 -3.203 9.191 0.033
H 18.463 -3.365 7.942 0.431
H 19.692 -5.475 9.826 -0.049
H 18.700 -5.967 8.454 0.521
H 16.948 -4.913 9.166 0.294
O 19.042 -5.186 12.371 1.441
C 18.151 -4.818 13.386 -0.459
C 16.865 -5.688 13.337 0.347
O 16.032 -5.048 12.477 -0.048
H 18.677 -4.849 11.549 -0.700
H 18.532 -4.984 14.394 0.559
H 18.017 -3.741 13.282 0.092
H 16.375 -5.579 14.304 0.011
H 17.021 -6.693 12.945 -0.064
H 16.472 -5.038 11.624 -0.142
O 16.286 -7.922 18.703 -0.551
C 16.298 -7.224 17.496 -0.368
C 16.042 -5.706 17.615 -0.266
O 17.166 -5.034 17.929 -0.421
H 16.929 -8.633 18.646 0.332
H 17.192 -7.420 16.904 0.309
H 15.480 -7.722 16.975 0.271
H 15.178 -5.529 18.256 0.334
H 15.673 -5.437 16.625 0.031
H 17.530 -5.417 18.731 0.334
O 22.199 -2.300 15.750 -0.567
C 20.987 -2.768 16.145 0.544
C 20.865 -2.773 17.728 -0.610
O 21.953 -3.167 18.481 -0.573
H 22.867 -2.755 16.268 0.366
H 20.105 -2.259 15.758 0.198
H 20.859 -3.757 15.705 -0.233
H 20.044 -3.395 18.085 0.210
H 20.619 -1.772 18.081 0.367
H 22.530 -2.407 18.586 0.341
O 15.977 -0.765 10.353 -0.569
C 17.286 -1.229 10.392 0.147
C 18.262 -0.116 9.818 -0.321
O 18.256 0.089 8.388 -0.592
H 15.750 -0.750 9.421 0.348
H 17.545 -1.553 11.399 0.038
H 17.382 -2.137 9.798 0.098
H 19.244 -0.520 10.066 0.126
H 18.013 0.801 10.352 0.289
H 19.153 -0.043 8.072 0.348
O 21.708 -1.450 11.291 -0.665
C 20.833 -1.941 12.307 1.952
C 20.383 -0.727 13.133 -0.751
O 19.327 -0.007 12.548 -0.419
H 22.398 -2.086 11.088 0.345
H 19.966 -2.349 11.788 -0.625
H 21.179 -2.760 12.938 -0.811
H 21.245 -0.133 13.437 0.396
H 19.903 -1.109 14.034 0.291
H 19.258 0.853 12.968 0.252

***

Most stable to least stable: arrangement B, arrangement A

***

Arrangement A

12
Properties=species:S:1:pos:R:3:mulliken_charge:R:1 method="wB97M-V/def2-TZVPD" homo_energy_ev="-7.66 / -7.36" lumo_energy_ev="0.337 / 0.677"
C 1.500 0.544 0.023 0.312
C -1.479 -0.138 0.663 -0.656
C -1.017 0.784 -0.395 -0.751
O 2.116 1.503 0.310 -0.365
P 1.921 -1.219 0.038 -0.074
H -1.061 -1.139 0.523 0.209
H -2.572 -0.235 0.653 0.294
H -1.197 0.226 1.651 0.255
H -1.077 1.845 -0.231 0.332
H -1.027 0.450 -1.419 0.333
H 0.966 -1.573 -0.911 0.052
H 2.926 -1.050 -0.906 0.059

***

Arrangement B

12
Properties=species:S:1:pos:R:3:mulliken_charge:R:1 method="wB97M-V/def2-TZVPD" homo_energy_ev=-8.83 lumo_energy_ev=1.017
C -1.391 0.620 -0.589 -0.283
C -0.967 -0.026 0.750 -0.588
C 1.601 0.275 -0.462 -0.822
O -0.582 1.789 -0.537 -0.418
P 0.504 1.129 0.680 0.110
H -1.121 -0.051 -1.424 0.235
H -2.491 0.723 -0.774 0.293
H -1.639 0.008 1.722 0.282
H -0.807 -1.076 0.777 0.313
H 0.970 -0.342 -1.031 0.281
H 2.435 -0.155 0.022 0.362
H 2.002 1.144 -1.058 0.234

***

Most stable to least stable: arrangement B, arrangement A